Record 1
A cluster of 2 separate species, H2N2O3 in total in a non-equilibrium geometry, computed with the ωB97M-V functional and the def2-TZVPD basis.

Properties
DFT total energy (eV): -9148.4534
HOMO (alpha / beta) (eV): -10.030 / -8.903
Energy relative to the best compared isomer or geometry (same formula, charge and spin) (kcal/mol): 41.2

```
! RIJCOSX wB97M-V def2-TZVPD def2/J DEFGRID3
* xyz 0 1
N -1.20 -0.17 0.01
N 1.58 0.14 -0.08
O 0.74 1.00 0.01
O 2.73 0.02 0.13
O -0.72 -1.38 0.00
H -1.69 0.10 -0.90
H -1.45 0.30 0.83
*
```

Partial charges, natural (NBO), in e:
1. N -0.29
2. N 0.53
3. O -0.30
4. O -0.26
5. O -0.38
6. H 0.35
7. H 0.35



Record 2
A cluster of 2 separate species, C4H10NO2S in total in a non-equilibrium geometry, computed with the ωB97M-V functional and the def2-TZVPD basis.

Properties
DFT total energy (eV): -20724.1002
HOMO (eV): -4.047
Energy relative to the best compared isomer or geometry (same formula, charge and spin) (kcal/mol): 203.8

```
! RIJCOSX wB97M-V def2-TZVPD def2/J DEFGRID3
* xyz -1 1
C 0.66 0.34 -0.72
N -0.23 1.40 -0.18
C 0.16 1.96 1.34
O -0.89 1.74 2.09
C 0.81 -0.98 0.20
C -0.61 -1.64 0.46
S -0.54 -3.06 1.50
H 0.09 -0.08 -1.54
H 1.57 0.93 -0.85
H 1.17 1.52 1.63
H 0.38 3.10 1.22
H 1.55 -1.62 -0.20
H 1.16 -0.62 1.17
H -1.31 -0.89 0.84
H -0.83 -1.97 -0.58
H -1.25 1.19 -0.24
H -1.16 -0.73 -3.50
O -0.71 -0.58 -2.65
*
```

Atomic partial charges in e from the natural (NBO) method, atoms 1 to 8:
1. C -0.26
2. N -0.43
3. C 0.12
4. O -0.66
5. C -0.35
6. C -0.61
7. S -0.15
8. H 0.36



Record 3
A cluster of 2 separate species, C6H16 in total in a non-equilibrium geometry, computed with the ωB97M-V functional and the def2-TZVPD basis.

Properties
SMILES: CC(C)C.CC
DFT total energy (eV): -6480.9791
HOMO (eV): -10.814
Energy relative to the best compared isomer or geometry (same formula, charge and spin) (kcal/mol): 15.6

```
! RIJCOSX wB97M-V def2-TZVPD def2/J DEFGRID3
* xyz 0 1
C 1.07 2.51 -1.19
C 0.59 1.16 -0.69
C -0.24 1.25 0.57
C -0.01 0.24 -1.75
H 1.68 3.04 -0.46
H 0.20 3.12 -1.46
H 1.56 2.42 -2.16
H 1.49 0.59 -0.41
H -1.15 1.89 0.54
H -0.76 0.39 0.99
H 0.30 1.77 1.36
H -0.89 0.59 -2.28
H 0.72 0.08 -2.55
H -0.20 -0.71 -1.24
C -1.26 -2.09 1.27
C 0.23 -2.41 1.41
H -1.63 -1.84 0.29
H -1.86 -2.92 1.65
H -1.61 -1.27 1.91
H 0.57 -2.43 2.44
H 0.85 -1.93 0.66
H 0.35 -3.46 1.10
*
```

Atomic partial charges in e from the natural (NBO) method, atoms 1 to 8:
1. C -0.60
2. C -0.22
3. C -0.63
4. C -0.60
5. H 0.21
6. H 0.20
7. H 0.21
8. H 0.19



Record 4
A structure of composition C32H68Br2N6NbO6S3 in a non-equilibrium geometry, computed with the ωB97M-V functional and the def2-TZVPD basis.

Properties
DFT total energy (eV): -229641.8354
HOMO (eV): -3.929

```
! RIJCOSX wB97M-V def2-TZVPD def2/J DEFGRID3
* xyz -1 1
C -6.54 -1.22 0.65
C -5.33 -0.60 0.91
Nb -4.03 0.50 -0.59
S -6.06 1.70 -1.48
C -4.46 -1.19 -2.05
C -4.79 -0.73 -3.53
C -4.16 -1.82 -4.52
S -4.93 -3.49 -4.16
C -3.55 -4.59 -3.65
S -3.02 -5.85 -4.59
N -2.89 -4.41 -2.38
C -1.54 -4.12 -2.13
C -1.26 -4.01 -0.72
N -2.54 -4.23 -0.11
C -3.44 -4.48 -1.07
N -3.67 1.95 0.95
C -2.68 1.49 1.97
C -1.19 1.45 1.41
C -2.60 1.45 -2.09
Br -1.42 0.19 -3.10
C -2.40 2.77 -2.40
C -1.33 3.28 -3.45
Br -3.47 4.15 -1.54
H -7.51 -0.71 0.42
H -6.59 -2.36 0.71
H -4.94 -0.63 1.97
H -2.62 -0.51 0.02
H -7.14 1.26 -0.75
H -3.51 -1.81 -2.11
H -5.27 -1.90 -1.73
H -4.46 0.31 -3.79
H -5.91 -0.80 -3.68
H -4.35 -1.61 -5.60
H -3.07 -1.95 -4.29
H -0.72 -4.00 -2.87
H -0.32 -3.80 -0.19
H -4.52 -4.71 -0.90
H -4.58 2.13 1.38
H -2.96 0.45 2.31
H -2.70 2.15 2.89
H -1.15 1.75 0.33
H -0.88 0.36 1.42
H -0.45 1.99 2.06
H -0.31 2.87 -3.23
H -1.70 3.02 -4.48
H -1.25 4.41 -3.43
C 5.44 2.23 -7.08
O 4.70 2.53 -5.91
C 3.37 2.98 -6.18
C 2.35 1.96 -5.69
N 2.38 0.76 -6.52
C 1.59 -0.35 -5.97
C 2.07 -0.96 -4.65
O 3.31 -1.64 -4.75
C 4.45 -0.81 -4.57
H 6.47 2.01 -6.79
H 5.03 1.35 -7.59
H 5.45 3.08 -7.77
H 3.23 3.22 -7.24
H 3.24 3.90 -5.61
H 1.35 2.40 -5.73
H 2.59 1.72 -4.65
H 3.34 0.44 -6.63
H 1.60 -1.14 -6.73
H 0.55 -0.03 -5.87
H 1.34 -1.72 -4.37
H 2.07 -0.24 -3.83
H 4.26 0.03 -3.90
H 4.80 -0.44 -5.54
H 5.25 -1.42 -4.14
C -2.21 -0.88 8.91
O -2.86 0.26 9.44
C -1.97 1.33 9.73
C -2.23 2.51 8.80
N -1.81 2.20 7.43
C -2.24 3.19 6.45
C -3.74 3.34 6.21
O -4.34 2.20 5.61
C -4.76 1.20 6.52
H -2.95 -1.68 8.83
H -1.82 -0.68 7.91
H -1.40 -1.22 9.56
H -0.92 1.02 9.69
H -2.18 1.65 10.76
H -1.67 3.38 9.16
H -3.30 2.74 8.84
H -2.19 1.30 7.17
H -1.77 2.91 5.50
H -1.82 4.17 6.72
H -3.87 4.15 5.49
H -4.29 3.64 7.11
H -5.07 1.62 7.48
H -3.97 0.46 6.66
H -5.61 0.68 6.08
C 6.61 -3.92 1.70
O 5.96 -2.78 2.22
C 6.85 -1.71 2.52
C 6.60 -0.53 1.59
N 7.03 -0.84 0.23
C 6.61 0.15 -0.76
C 5.10 0.30 -1.02
O 4.51 -0.84 -1.62
C 4.08 -1.84 -0.71
H 5.87 -4.72 1.61
H 7.01 -3.72 0.70
H 7.41 -4.26 2.36
H 7.90 -2.03 2.49
H 6.63 -1.39 3.54
H 7.15 0.34 1.95
H 5.53 -0.30 1.62
H 6.65 -1.74 -0.05
H 7.08 -0.13 -1.71
H 7.02 1.13 -0.48
H 4.98 1.12 -1.74
H 4.55 0.60 -0.12
H 3.76 -1.42 0.25
H 4.87 -2.58 -0.56
H 3.23 -2.36 -1.16
*
```

Atomic partial charges in e from the Löwdin method, atoms 1 to 8:
1. C -0.15
2. C -0.34
3. Nb 1.34
4. S 0.16
5. C -0.45
6. C -0.38
7. C -0.45
8. S 0.82



Record 5
A cluster of 2 separate species, C21H31ClFN3 in total in a non-equilibrium geometry, computed with the ωB97M-V functional and the def2-TZVPD basis.

Properties
DFT total energy (eV): -41973.6857
HOMO (eV): -14.348

```
! RIJCOSX wB97M-V def2-TZVPD def2/J DEFGRID3
* xyz 2 1
Cl 0.36 -4.06 -6.61
C -0.79 -2.82 -5.99
N -0.38 -2.26 -4.68
C -0.38 -3.34 -3.57
C 0.02 -2.71 -2.27
N 0.21 -1.29 -2.52
F 1.79 1.24 1.46
C -1.02 -0.61 -2.93
C -1.42 -1.20 -4.26
C 1.32 -0.96 -3.41
C 0.99 -1.55 -4.75
H -0.82 -2.00 -6.74
H -1.77 -3.31 -5.88
H -1.41 -3.71 -3.53
H 0.31 -4.13 -3.90
H -0.77 -2.84 -1.52
H 0.96 -3.14 -1.90
H -1.80 -0.75 -2.16
H -0.79 0.46 -3.04
H -1.44 -0.44 -5.04
H -2.38 -1.73 -4.18
H 1.38 0.13 -3.47
H 2.24 -1.38 -3.00
H 1.71 -2.31 -5.07
H 0.88 -0.76 -5.50
C -2.70 2.61 1.22
C -3.05 1.19 0.81
C -1.91 0.27 1.30
N -1.16 1.09 2.31
C 0.05 0.75 2.83
C 1.10 0.11 1.96
C 2.06 -0.69 2.85
C 2.94 0.43 3.41
C 2.08 1.34 4.20
C 0.66 1.42 4.01
C -0.03 2.29 4.86
C 0.69 3.12 5.74
C 2.10 3.09 5.82
C 2.79 2.19 5.03
C -1.41 2.52 2.04
H -2.52 3.24 0.35
H -3.50 3.06 1.82
H -4.01 0.86 1.26
H -3.17 1.11 -0.29
H -2.32 -0.65 1.73
H -1.29 -0.03 0.45
H 0.72 -0.44 1.05
H 1.57 -1.22 3.68
H 2.65 -1.39 2.29
H 3.80 0.09 3.99
H 3.33 1.04 2.59
H -1.12 2.33 4.83
H 0.14 3.81 6.38
H 2.66 3.77 6.48
H 3.88 2.14 5.05
H -0.57 2.93 1.44
H -1.44 3.07 2.98
*
```

Atomic partial charges in e from the natural (NBO) method, atoms 1 to 8:
1. Cl 0.02
2. C -0.21
3. N -0.22
4. C -0.24
5. C -0.25
6. N -0.42
7. F -0.35
8. C -0.25



Record 6
A cluster of 3 separate species, C3H11NO4 in total in a non-equilibrium geometry, computed with the ωB97M-V functional and the def2-TZVPD basis.

Properties
DFT total energy (eV): -12959.2154
HOMO (alpha / beta) (eV): -14.662 / -14.522
Energy relative to the best compared isomer or geometry (same formula, charge and spin) (kcal/mol): 53.9

```
! RIJCOSX wB97M-V def2-TZVPD def2/J DEFGRID3
* xyz 1 2
O -1.32 -0.66 0.64
C -0.20 -0.25 0.45
N 0.35 0.68 1.35
C 1.63 1.41 1.20
O 1.78 1.89 -0.05
C 0.73 -0.86 -0.58
H 0.04 0.76 2.32
H 2.50 0.71 1.36
H 1.65 2.11 2.04
H 1.32 2.66 -0.43
H 1.59 -1.31 -0.04
H 1.22 -0.14 -1.25
H 0.31 -1.60 -1.28
H -2.84 0.51 0.84
H -2.98 1.97 0.38
O -3.47 1.23 0.80
H -1.10 -2.32 -2.72
H -0.69 -3.71 -2.17
O -0.54 -3.08 -2.87
*
```

Atomic partial charges in e from the natural (NBO) method, atoms 1 to 8:
1. O -0.35
2. C 0.63
3. N -0.24
4. C 0.06
5. O -0.68
6. C -0.75
7. H 0.45
8. H 0.26



Record 7
A structure of composition C24H19ClIN4O4TcTe in a non-equilibrium geometry, computed with the ωB97M-V functional and the def2-TZVPD basis.

Properties
DFT total energy (eV): -69463.1102
HOMO (alpha / beta) (eV): -5.015 / -5.084
Energy relative to the best compared isomer or geometry (same formula, charge and spin) (kcal/mol): 31.9

```
! RIJCOSX wB97M-V def2-TZVPD def2/J DEFGRID3
* xyz -1 2
Tc 0.44 -0.76 0.01
Cl -2.99 -6.43 3.26
C -2.42 -4.91 2.61
C -2.99 -3.70 3.08
C -2.56 -2.50 2.62
C -1.50 -2.39 1.66
O -1.11 -1.22 1.32
C -0.98 -3.62 1.16
C -0.06 -3.72 0.07
O 0.48 -2.80 -0.56
C -1.45 -4.86 1.67
H -3.79 -3.75 3.81
H -3.00 -1.57 2.97
H 0.18 -4.75 -0.26
H -1.03 -5.78 1.28
I -2.91 4.42 -4.20
C -1.41 3.07 -3.69
C -1.76 1.82 -3.19
C -0.76 0.92 -2.86
C 0.58 1.24 -3.04
C 0.91 2.49 -3.55
C -0.08 3.42 -3.86
C 1.67 0.25 -2.74
O 2.66 0.17 -3.45
O 1.48 -0.48 -1.69
H -2.80 1.55 -3.05
H -1.03 -0.05 -2.47
H 1.95 2.75 -3.68
H 0.19 4.40 -4.21
N 1.67 -0.94 1.26
C 3.07 -0.83 1.16
C 3.73 -0.57 2.37
C 5.10 -0.45 2.41
C 5.85 -0.60 1.25
C 5.20 -0.87 0.05
C 3.82 -0.98 0.00
H 3.13 -0.46 3.26
H 5.60 -0.23 3.35
H 6.93 -0.51 1.28
H 5.78 -0.99 -0.86
H 3.32 -1.17 -0.94
C -3.97 3.13 1.87
Te -2.82 1.35 1.96
C -3.22 0.89 -0.07
H -3.59 3.74 1.05
H -3.83 3.67 2.81
H -5.02 2.91 1.73
H -4.28 0.69 -0.21
H -2.65 0.00 -0.33
H -2.90 1.73 -0.68
N 0.22 1.30 0.17
C 0.35 2.46 0.10
N 0.37 3.73 0.17
C 0.89 4.52 -0.74
N 1.31 5.29 -1.49
*
```

Atomic partial charges in e from the natural (NBO) method, atoms 1 to 8:
1. Tc 1.22
2. Cl -0.03
3. C -0.11
4. C -0.19
5. C -0.23
6. C 0.44
7. O -0.68
8. C -0.32



Record 8
A structure of composition C16H20N3O5PS in a non-equilibrium geometry, computed with the ωB97M-V functional and the def2-TZVPD basis.

Properties
DFT total energy (eV): -51743.8235
HOMO (eV): -9.097

```
! RIJCOSX wB97M-V def2-TZVPD def2/J DEFGRID3
* xyz 0 1
C 2.13 -2.90 -0.30
C 3.66 -2.80 -0.58
P 4.47 -1.18 -0.17
C 4.20 0.06 -1.57
C 3.63 -0.35 1.34
O 2.85 0.85 1.12
C 1.57 0.51 1.03
N 0.48 0.51 0.77
C 4.88 0.23 2.16
O 4.91 -0.32 3.51
S 4.34 -1.83 3.23
O 3.67 -2.48 4.29
O 5.40 -2.56 2.62
O 3.11 -1.31 2.27
H 1.78 -3.85 -0.75
H 1.53 -2.10 -0.78
H 1.85 -2.95 0.77
H 4.20 -3.62 -0.06
H 3.81 -2.99 -1.66
H 4.00 1.08 -1.18
H 3.45 -0.28 -2.31
H 5.18 0.12 -2.08
H 5.81 -0.18 1.71
H 5.05 1.32 2.10
N -3.38 4.39 -1.75
C -2.59 4.79 -0.75
C -1.68 3.96 -0.11
C -1.57 2.65 -0.53
C -2.38 2.21 -1.57
C -3.26 3.12 -2.14
H -2.71 5.82 -0.45
H -1.06 4.34 0.70
H -0.87 1.97 -0.06
H -2.33 1.19 -1.93
H -3.91 2.82 -2.96
N -6.39 -0.03 -1.33
C -6.68 -1.32 -1.10
C -5.93 -2.14 -0.28
C -4.82 -1.60 0.36
C -4.50 -0.27 0.14
C -5.32 0.47 -0.70
H -7.55 -1.69 -1.62
H -6.20 -3.17 -0.13
H -4.21 -2.21 1.01
H -3.65 0.19 0.61
H -5.12 1.52 -0.90
*
```

Atomic partial charges in e from the natural (NBO) method, atoms 1 to 8:
1. C -0.63
2. C -0.71
3. P 0.74
4. C -0.93
5. C 0.24
6. O -0.47
7. C 0.54
8. N -0.38



Record 9
A structure of composition C35H30CsN4OPS, computed with the ωB97M-V functional and the def2-TZVPD basis.

Properties
DFT total energy (eV): -65461.4537
HOMO (eV): -5.987
Energy relative to the best compared isomer or geometry (same formula, charge and spin) (kcal/mol): 10.9

```
! RIJCOSX wB97M-V def2-TZVPD def2/J DEFGRID3
* xyz 0 1
Cs -1.16 -0.06 -0.51
N -5.60 -2.95 -0.89
C -6.13 -2.32 0.22
C -7.30 -2.50 0.95
C -7.50 -1.65 2.02
C -6.56 -0.66 2.35
C -5.41 -0.48 1.62
C -5.19 -1.33 0.54
N -4.13 -1.37 -0.35
C -4.41 -2.34 -1.18
C -3.57 -2.77 -2.30
C -3.84 -3.80 -3.16
S -2.59 -3.94 -4.31
C -1.79 -2.62 -3.57
N -2.39 -2.10 -2.54
H -6.02 -3.72 -1.39
H -8.02 -3.27 0.70
H -8.39 -1.76 2.62
H -6.76 -0.02 3.20
H -4.69 0.29 1.87
H -4.69 -4.46 -3.18
H -0.85 -2.26 -3.95
C 5.15 1.88 -4.04
C 3.86 1.58 -4.44
C 2.83 1.56 -3.50
C 3.07 1.82 -2.15
C 4.38 2.12 -1.77
C 5.41 2.15 -2.70
P 1.59 1.75 -0.98
C 2.51 0.85 0.35
C 2.79 1.36 1.61
C 3.47 0.60 2.55
C 3.87 -0.70 2.25
C 3.59 -1.22 0.99
C 2.92 -0.44 0.05
C 1.55 3.53 -0.52
C 2.22 4.65 -0.95
C 1.85 5.90 -0.40
C 0.88 6.02 0.56
C 0.19 4.88 1.04
C -0.78 4.85 2.07
C -1.30 3.64 2.48
C -0.89 2.42 1.87
C 0.00 2.39 0.83
C 0.53 3.64 0.46
H 5.96 1.90 -4.76
H 3.65 1.38 -5.48
H 1.82 1.33 -3.82
H 4.60 2.33 -0.73
H 6.42 2.38 -2.38
H 2.47 2.37 1.86
H 3.68 1.02 3.53
H 4.40 -1.29 2.98
H 3.92 -2.22 0.74
H 2.74 -0.85 -0.94
H 3.01 4.59 -1.69
H 2.37 6.79 -0.74
H 0.65 7.00 0.97
H -1.10 5.77 2.54
H -2.02 3.63 3.29
H -1.30 1.49 2.28
C 1.10 -3.45 2.78
N 1.21 -3.90 1.40
C 2.20 -4.88 1.01
C 0.52 -3.23 0.47
O -0.25 -2.31 0.72
H 1.60 -4.17 3.42
H 0.05 -3.37 3.06
H 1.56 -2.47 2.90
H 2.36 -5.58 1.83
H 3.16 -4.42 0.77
H 1.86 -5.45 0.15
H 0.70 -3.57 -0.56
*
```

Atomic partial charges in e from the Löwdin method, atoms 1 to 8:
1. Cs 1.05
2. N 0.17
3. C -0.19
4. C -0.02
5. C -0.09
6. C -0.09
7. C 0.00
8. C -0.22



Record 10
A cluster of 3 separate species, C4H12O5 in total in a non-equilibrium geometry, computed with the ωB97M-V functional and the def2-TZVPD basis.

Properties
SMILES: CC(C)=O.COOO.O
DFT total energy (eV): -14574.0855
HOMO (eV): -9.711
Energy relative to the best compared isomer or geometry (same formula, charge and spin) (kcal/mol): 151.0

```
! RIJCOSX wB97M-V def2-TZVPD def2/J DEFGRID3
* xyz 0 1
C -1.21 -0.72 1.29
C -1.30 -0.51 -0.20
C -2.51 0.25 -0.68
O -0.60 -1.14 -0.99
H -1.27 0.24 1.80
H -0.27 -1.20 1.55
H -2.05 -1.33 1.61
H -3.41 -0.28 -0.39
H -2.48 0.36 -1.77
H -2.52 1.24 -0.23
C 2.45 1.08 0.72
O 1.33 0.40 0.20
O 0.20 1.34 -0.31
O 0.31 1.44 -1.69
H 2.74 1.89 0.04
H 2.25 1.49 1.71
H 3.26 0.35 0.78
H 0.11 0.53 -2.01
O 1.76 -1.96 -0.11
H 0.81 -1.68 -0.53
H 2.42 -1.76 -0.79
*
```

Atomic partial charges in e from the natural (NBO) method, atoms 1 to 8:
1. C -0.73
2. C 0.68
3. C -0.72
4. O -0.64
5. H 0.23
6. H 0.26
7. H 0.24
8. H 0.24



Record 11
The molecule C3H6N2O in a non-equilibrium geometry, computed with the ωB97M-V functional and the def2-TZVPD basis.

Properties
DFT total energy (eV): -8231.7388
HOMO (eV): -7.937
Energy relative to the best compared isomer or geometry (same formula, charge and spin) (kcal/mol): 114.4

```
! RIJCOSX wB97M-V def2-TZVPD def2/J DEFGRID3
* xyz 0 1
C 1.54 -0.29 0.72
C 1.13 0.76 0.10
C -0.61 -0.24 -0.97
N -2.01 0.11 0.88
N -1.66 -0.42 -0.25
O 0.16 0.84 -0.80
H 2.57 -0.20 1.19
H 1.76 1.57 -0.17
H -0.50 -0.54 -2.04
H 1.17 -1.25 0.83
H -1.32 0.83 1.11
H -2.23 -1.19 -0.60
*
```

Atomic partial charges in e from the natural (NBO) method, atoms 1 to 8:
1. C -0.51
2. C 0.13
3. C 0.16
4. N -0.58
5. N -0.21
6. O -0.49
7. H 0.21
8. H 0.19



Record 12
The molecule C3H3NS in a non-equilibrium geometry, computed with the ωB97M-V functional and the def2-TZVPD basis.

Properties
SMILES: S=C1C=NC1
DFT total energy (eV): -15481.4782
HOMO (eV): -9.163
Energy relative to the best compared isomer or geometry (same formula, charge and spin) (kcal/mol): 52.6

```
! RIJCOSX wB97M-V def2-TZVPD def2/J DEFGRID3
* xyz 0 1
S 2.26 0.11 0.19
C 0.76 -0.02 -0.19
C -0.10 -1.14 -0.08
N -1.20 -0.58 0.36
C -0.41 0.93 -0.07
H 0.17 -2.13 -0.21
H -0.42 1.62 0.91
H -1.06 1.21 -0.91
*
```

Partial charges, natural (NBO), in e:
1. S 0.13
2. C -0.23
3. C -0.01
4. N -0.27
5. C -0.29
6. H 0.19
7. H 0.23
8. H 0.24